Here is a molecular structure, C46H35BrGdN13O3P in a non-equilibrium geometry from the OMol25 dataset. Energies are from ωB97M-V/def2-TZVPD.

Each line ends with the Mulliken charge.
Element x y z (Å)
Gd1 -0.423 0.746 0.670  -0.593
N1 0.498 -1.640 2.812  0.453
P1 -0.781 -0.464 3.115  1.543
C1 -0.348 -0.074 4.844  0.907
C2 0.433 1.054 5.089  0.029
C3 0.857 1.339 6.376  -1.036
C4 0.499 0.501 7.423  -0.592
C5 -0.276 -0.623 7.181  -0.813
C6 -0.701 -0.916 5.894  -0.916
C7 -2.216 -1.563 3.185  0.303
C8 -2.264 -2.714 2.397  -0.502
C9 -3.403 -3.502 2.396  -0.807
C10 -4.501 -3.138 3.163  -0.492
C11 -4.467 -1.978 3.924  -0.807
C12 -3.331 -1.185 3.933  -0.468
C13 1.735 -1.119 2.539  0.338
C14 2.906 -1.885 2.636  -1.169
C15 4.117 -1.285 2.382  -0.511
C16 4.158 0.070 2.047  -0.939
C17 2.964 0.740 1.944  -0.370
N2 1.767 0.170 2.153  0.798
H1 0.486 -2.552 3.244  0.367
H2 0.698 1.712 4.271  0.295
H3 1.462 2.216 6.567  0.468
H4 0.821 0.727 8.431  0.414
H5 -0.548 -1.276 8.000  0.444
H6 -1.308 -1.793 5.711  0.491
H7 -1.421 -2.980 1.775  0.269
H8 -3.438 -4.397 1.789  0.433
H9 -5.390 -3.755 3.160  0.409
H10 -5.332 -1.688 4.506  0.428
H11 -3.302 -0.267 4.505  0.544
H12 2.846 -2.924 2.937  0.519
H13 5.032 -1.859 2.455  0.489
H14 5.094 0.580 1.876  0.493
H15 2.945 1.794 1.684  0.118
C18 3.717 -2.678 -1.493  -1.310
N3 3.028 -1.431 -1.218  1.378
C19 1.781 -1.252 -0.779  -0.954
N4 1.511 0.046 -0.734  0.997
C20 2.661 0.620 -1.193  -0.935
N5 3.593 -0.245 -1.500  -1.029
C21 3.072 -3.471 -2.615  0.947
C22 3.408 -4.810 -2.779  -0.928
C23 2.853 -5.550 -3.813  -0.650
C24 1.939 -4.973 -4.679  -0.920
C25 1.590 -3.637 -4.511  -0.126
C26 2.172 -2.887 -3.490  -0.211
C27 0.580 -3.024 -5.359  0.593
N6 -0.162 -3.574 -6.264  -0.441
N7 -1.023 -2.611 -6.717  -0.537
C28 -0.757 -1.527 -6.063  0.450
O1 0.260 -1.717 -5.184  -0.198
C29 -1.433 -0.240 -6.104  0.120
C30 -2.690 -0.125 -6.694  -0.971
C31 -3.357 1.085 -6.642  -0.700
C32 -2.793 2.172 -5.986  -0.718
C33 -1.531 2.071 -5.416  0.779
C34 -0.905 3.252 -4.715  -1.172
N8 -0.844 3.083 -3.264  1.199
C35 -0.420 2.051 -2.542  -0.988
N9 -0.536 2.332 -1.249  0.487
C36 -1.066 3.595 -1.254  -0.710
N10 -1.233 4.080 -2.452  -1.023
C37 -0.844 0.868 -5.502  0.049
H16 3.747 -3.280 -0.584  0.479
H17 4.736 -2.403 -1.761  0.379
H18 1.096 -2.048 -0.532  0.514
H19 2.799 1.684 -1.301  0.576
H20 4.109 -5.273 -2.094  0.462
H21 3.134 -6.588 -3.935  0.413
H22 1.482 -5.539 -5.479  0.544
H23 1.895 -1.845 -3.394  0.808
H24 -3.119 -0.995 -7.173  0.527
H25 -4.331 1.183 -7.101  0.423
H26 -3.343 3.102 -5.913  0.405
H27 -1.496 4.149 -4.875  0.446
H28 0.105 3.426 -5.090  0.248
H29 -0.060 1.117 -2.940  0.653
H30 -1.330 4.137 -0.363  0.626
H31 0.165 0.781 -5.118  0.773
N11 -3.849 2.104 -2.393  -0.570
C38 -3.573 1.106 -1.881  0.603
N12 -3.266 -0.064 -1.367  -0.797
C39 -2.257 -0.495 -0.776  0.831
N13 -1.354 -1.070 -0.249  -0.413
Br1 2.712 4.791 0.965  -0.164
C40 1.134 4.730 2.021  -0.814
C41 0.846 5.749 2.912  -0.385
C42 -0.318 5.670 3.665  -0.749
C43 -1.178 4.589 3.539  -0.629
C44 -0.884 3.579 2.635  0.570
C45 0.284 3.651 1.874  0.846
C46 -1.738 2.347 2.478  0.022
O2 -2.056 1.702 3.475  -0.534
O3 -1.981 1.984 1.270  -0.351
H32 1.520 6.587 3.019  0.459
H33 -0.548 6.464 4.362  0.430
H34 -2.078 4.524 4.136  0.502
H35 0.555 2.868 1.168  0.854

The expectation value of S² is 15.895. As for the total charge: +1. The largest force on an atom comes out at 2.3 eV Å⁻¹. The multiplicity is 8. For the orbital gap (alpha / beta), the calculation gives 0.24478 / 0.30311 hartree. The energy above the lowest of the compared OMol25 structures with the same formula, charge and spin is 36.3 kJ/mol.